14 unconnected molecules or ions with the total composition C68H178N14O20. Source: the Open Molecules 2025 dataset; level of theory: ωB97M-V/def2-TZVPD.

Structure (XYZ):
```
280
Properties=species:S:1:pos:R:3:forces:R:3:lowdin_spin:R:1
C -4.7507 -0.1403 3.1935 0.7959 0.4313 1.0232 0.000
C -3.2076 -0.0514 3.5169 -0.9848 -0.2085 -1.3931 0.000
C -2.8632 -0.3440 4.9336 -0.8914 0.2473 1.3430 0.000
O -3.3995 0.6781 5.7634 0.6731 0.5816 -0.4313 0.000
C -3.0855 0.4689 7.1253 -1.0785 0.5937 -0.2029 0.000
N -2.4608 -1.0308 2.6872 -0.9323 0.1420 0.3863 0.014
H -5.3643 0.4321 3.8892 0.3039 0.2616 0.3178 0.000
H -5.0814 -1.1675 3.3473 0.1531 -0.0903 -0.4597 0.000
H -5.0632 0.2538 2.2264 0.4065 -0.4072 -0.2677 0.000
H -2.7875 0.9356 3.3234 -0.3784 0.4629 -0.0598 0.000
H -1.7863 -0.4026 5.0913 0.2496 -0.0093 -0.1971 0.000
H -3.3142 -1.2828 5.2552 0.0318 -0.5327 -0.0641 0.000
H -2.0278 0.2721 7.3000 0.0077 -0.6011 -0.0355 0.000
H -3.8261 -0.2601 7.4543 0.6619 -0.6057 0.6556 0.000
H -3.3082 1.3782 7.6836 -0.0693 0.1934 -0.2165 0.000
H -2.2017 -0.5681 1.8276 0.2659 -0.1198 -0.0737 0.001
H -1.6244 -1.2208 3.2205 0.7195 -0.1084 -0.4598 0.000
C 1.5845 6.0813 4.3354 -0.6214 0.1613 -1.4788 0.000
C 2.7293 5.3027 3.6418 -1.0857 0.9373 1.7872 0.000
C 3.4817 6.0925 2.5498 -0.8006 -0.2968 0.0206 0.000
O 2.7553 6.5723 1.4120 -0.2389 -0.9726 -1.0722 0.000
C 2.2842 5.5754 0.4511 -0.6693 0.1857 1.9006 0.000
N 3.6336 4.9812 4.7525 1.0958 -0.5912 -0.4440 0.000
H 1.0050 5.5159 5.0651 0.3917 -0.3450 -0.0687 0.000
H 0.8696 6.3900 3.5726 -0.2028 0.4609 -0.0039 0.000
H 1.9739 6.9570 4.8546 0.0716 0.1529 -0.1881 0.000
H 2.3247 4.3516 3.2957 0.0864 -0.1081 -0.4208 0.000
H 4.2976 5.4273 2.2671 0.4285 0.3032 -0.2384 0.000
H 3.8092 7.0297 2.9997 0.4822 -0.1901 0.1004 0.000
H 1.6193 6.0248 -0.2866 0.5324 0.5252 -0.0487 0.000
H 1.6129 4.9163 1.0016 -0.0010 -0.4030 0.0463 0.000
H 3.0265 4.9287 -0.0167 0.4274 0.5202 -0.0171 0.000
H 3.0766 4.4362 5.3949 -0.1329 -0.1951 -0.0227 0.000
H 3.8170 5.8102 5.2994 0.2078 0.4526 -0.1917 0.000
C -6.9250 -3.2768 -4.6611 -0.2608 -1.5361 -0.2558 0.000
C -5.5520 -3.2300 -3.9816 -0.2292 1.3327 -1.0894 0.000
C -4.4035 -3.2467 -5.0432 0.1822 0.2486 0.0042 0.000
O -3.1257 -3.0719 -4.4270 0.9972 0.0835 -0.0412 0.000
C -2.0423 -2.8271 -5.3812 -1.3331 -0.8591 0.5237 0.000
N -5.4572 -1.9889 -3.2049 0.4330 -1.0347 0.6665 0.000
H -7.4608 -2.3627 -4.9167 0.7571 0.3354 -0.1252 0.000
H -7.6567 -3.8387 -4.0805 0.1631 0.0790 0.4741 0.000
H -6.8016 -3.9290 -5.5257 -0.2196 0.2890 -0.5255 0.000
H -5.4908 -4.0905 -3.3153 0.3458 -0.1120 -0.0013 0.000
H -4.4677 -2.4064 -5.7346 -0.7908 0.3151 -0.1254 0.000
H -4.4326 -4.1361 -5.6726 0.0846 -0.4380 0.1362 0.000
H -1.0860 -2.7153 -4.8702 -0.3816 0.0480 0.3285 0.000
H -2.2446 -1.9511 -5.9974 -0.1053 0.1643 0.0077 0.000
H -1.9760 -3.7053 -6.0235 0.1309 0.0168 -0.2238 0.000
H -5.6203 -1.2147 -3.8328 -0.1249 0.2246 -0.3541 0.000
H -4.4695 -1.9890 -2.9937 0.2614 0.6421 0.3321 0.000
C 0.2484 2.3068 4.8699 0.4673 -0.7625 -0.7196 0.000
C 1.4683 2.1356 5.7527 -0.5259 -1.2001 0.8256 0.000
C 2.7659 1.4862 5.2053 -1.7941 0.7886 -1.1581 0.000
O 2.4606 0.1477 4.8139 0.1409 0.1057 0.7529 0.000
C 3.6214 -0.6221 4.6354 1.1508 -0.0829 -0.8118 0.000
N 1.7398 3.4013 6.3969 0.6220 -0.2557 0.4459 0.000
H -0.6622 2.5387 5.4223 0.1942 0.2428 0.3051 0.000
H 0.0513 1.3331 4.4215 -0.1157 0.0290 -0.4872 0.000
H 0.4194 3.0844 4.1254 -0.0848 -0.0259 -0.2099 0.000
H 1.1593 1.3938 6.4892 -0.1334 -0.2533 0.4217 0.000
H 3.5607 1.5540 5.9481 0.0783 -0.1643 0.0312 0.000
H 3.0101 2.0445 4.3016 0.7498 0.1246 -0.1231 0.000
H 4.1236 -0.9757 5.5359 -0.2668 0.3259 0.5276 0.000
H 4.3452 -0.0412 4.0638 0.3062 0.1250 -0.0042 0.000
H 3.4766 -1.5239 4.0404 -0.7694 0.0501 -0.0538 0.000
H 2.5700 3.2272 6.9452 0.3070 0.3653 0.4859 0.000
H 1.0089 3.5369 7.0806 -0.2094 0.4061 0.0632 0.000
C 0.8308 -4.3242 -0.5931 0.2434 1.1928 -1.0360 0.001
C 1.2362 -2.7912 -0.5550 -0.5006 -0.7913 -0.5026 0.001
C 1.1302 -1.9111 -1.8821 0.3894 -1.7271 1.5351 0.000
O 1.9320 -2.5385 -2.8132 1.0015 -0.3872 -0.8979 0.000
C 1.8337 -2.0316 -4.1297 -0.3556 0.3439 0.0072 0.000
N 0.3721 -2.2178 0.4542 -0.7323 0.9567 0.0991 0.015
H 1.5084 -4.9431 -1.1812 -0.0268 0.0060 0.0940 0.000
H -0.1745 -4.4017 -1.0071 -0.0389 0.0005 -0.3291 0.000
H 0.7218 -4.6983 0.4248 0.5163 0.0043 0.0589 0.000
H 2.2413 -2.7220 -0.1389 0.2153 0.0738 -0.4719 0.000
H 1.5236 -0.9262 -1.6306 0.0437 0.4452 -0.0156 0.000
H 0.1165 -1.8320 -2.2749 -0.4861 -0.0211 0.3071 0.000
H 2.6955 -2.3280 -4.7277 -0.0502 -0.2019 0.2353 0.000
H 1.7744 -0.9435 -4.1558 0.2567 0.2967 0.2155 0.000
H 0.9119 -2.3764 -4.5984 -0.0179 -0.2946 -0.1478 0.000
H 0.2884 -2.9452 1.1499 0.1835 0.2147 1.0343 0.001
H -0.5649 -2.2735 0.0815 -0.6163 -0.0013 -0.3822 0.000
C -5.2511 -4.0684 2.8212 0.8360 -0.9033 -0.4882 0.000
C -6.2522 -5.1371 2.3390 0.3954 0.4265 -0.0396 0.000
C -5.6845 -6.2494 1.3999 0.3694 1.1231 -1.1781 0.000
O -4.9946 -5.6931 0.2487 0.0627 0.1359 -0.9161 0.000
C -4.5893 -6.7302 -0.6695 0.0730 -0.3193 0.7680 0.000
N -6.8192 -5.8266 3.4961 -0.3713 -0.4454 0.3791 0.000
H -4.7785 -3.4543 2.0547 -0.5884 0.0699 -0.4663 0.000
H -4.3573 -4.5783 3.1806 -0.1963 -0.0741 0.8560 0.000
H -5.6918 -3.3872 3.5491 0.0365 -0.2504 0.1386 0.000
H -7.0403 -4.5774 1.8352 -0.0574 -0.2087 -0.5703 0.000
H -6.5187 -6.7850 0.9468 -0.2077 -0.5039 0.5718 0.000
H -4.9335 -6.9086 1.8354 -0.4768 -0.1621 0.7798 0.000
H -4.0618 -6.4095 -1.5678 -0.0960 0.9203 0.2698 0.000
H -5.3956 -7.3623 -1.0417 -0.5383 0.1902 0.2279 0.000
H -3.9012 -7.4090 -0.1656 0.1510 -0.1311 0.2217 0.000
H -7.6992 -6.2636 3.2624 0.0200 -0.5695 -0.5605 0.000
H -7.1625 -5.2112 4.2197 0.6297 0.6564 0.1328 0.000
C 0.5792 -2.1807 5.9192 0.4339 -1.4198 -0.7493 0.000
C 0.5664 -2.6055 4.4050 0.0310 0.1311 0.0127 0.000
C -0.4811 -3.7125 4.1534 -0.3586 1.4188 -0.7776 0.000
O -0.4323 -4.0930 2.7666 1.1609 -0.1645 0.1558 0.000
C -1.5480 -4.7908 2.2711 -0.9585 0.4927 0.3360 0.000
N 0.3888 -1.4118 3.5628 -0.4406 0.2847 0.4478 0.000
H 0.5894 -3.1247 6.4640 -0.1849 -0.0460 0.3013 0.000
H -0.2832 -1.6082 6.2608 0.0094 0.0586 -0.3609 0.000
H 1.5080 -1.6994 6.2253 -0.1700 0.3032 -0.3385 0.000
H 1.5267 -3.0182 4.0959 0.3326 -0.5086 0.6098 0.000
H -1.4628 -3.2622 4.3008 -0.3376 -0.0362 0.3096 0.000
H -0.3531 -4.5275 4.8657 0.1388 -0.3183 -0.2714 0.000
H -2.4250 -4.1535 2.3846 -0.2699 -0.0255 0.2566 0.000
H -1.7210 -5.7402 2.7777 0.0901 -0.1234 0.0545 0.000
H -1.5069 -4.9522 1.1939 0.6978 -0.0878 0.0442 0.000
H 1.1210 -0.7833 3.8611 -0.1271 0.4512 0.1438 0.000
H 0.5567 -1.5367 2.5747 -0.0267 -0.6168 -0.1159 0.000
C -9.1115 -2.9557 0.2915 -0.5871 0.0315 0.9479 0.000
C -7.9937 -2.5367 -0.6058 0.1704 0.7004 0.9844 0.000
C -6.7831 -1.9799 0.2228 -0.9514 0.9985 -0.9984 0.000
O -7.0891 -0.7874 0.9750 0.1570 -1.0385 -0.0766 0.000
C -7.5417 0.2466 0.1396 0.0780 0.5576 0.4629 0.000
N -7.5850 -3.6827 -1.3469 1.0086 -0.6120 -0.6648 0.000
H -8.6848 -3.5838 1.0735 -0.0550 -0.3010 0.0559 0.000
H -9.8636 -3.5429 -0.2355 0.0238 0.1297 -0.0707 0.000
H -9.5901 -2.1488 0.8465 -0.0362 0.2131 -0.2191 0.000
H -8.3220 -1.8194 -1.3580 -0.0118 0.3199 0.1903 0.000
H -6.0247 -1.7195 -0.5156 0.3247 0.0544 -0.2184 0.000
H -6.3499 -2.7540 0.8562 -0.4006 0.2116 0.3264 0.000
H -8.5542 0.0886 -0.2318 -0.0110 -0.1155 -0.1615 0.000
H -6.8499 0.4358 -0.6811 0.0577 -0.1988 -0.3970 0.000
H -7.5520 1.1633 0.7292 -0.0679 -0.0405 0.1753 0.000
H -6.8538 -3.3189 -1.9411 0.1965 -0.1131 -0.5826 0.000
H -7.0603 -4.2710 -0.7155 0.0200 -0.6554 0.2797 0.000
C -1.3601 5.2597 0.8484 1.2533 0.2439 -0.1756 0.000
O -2.6014 5.0550 1.3200 -2.7712 -0.3457 0.4640 0.000
C -2.8865 3.7353 1.6971 -1.8288 1.1794 0.7699 0.000
C -4.3023 3.7907 2.3345 0.1495 -2.4533 -1.1950 0.000
N -4.5655 4.6535 3.3868 0.5261 2.8706 2.1922 0.000
C -3.4750 4.8430 4.3587 0.5019 -0.2082 0.6534 0.000
C -3.9738 5.5613 5.6285 -0.1857 -1.3506 0.5818 0.000
O -2.9575 5.7935 6.6101 0.3581 0.2106 -0.0340 0.000
C -3.3627 6.4403 7.8353 -0.1795 -0.5616 -0.6102 0.000
H -0.7118 5.2834 1.7243 0.9094 0.1354 -0.2713 0.000
H -1.3776 6.2071 0.3097 0.4426 -0.0279 0.0146 0.000
H -1.1082 4.4334 0.1836 0.6300 -0.0201 -0.3829 0.000
H -2.2061 3.3642 2.4635 0.4997 -0.1415 -0.1330 0.000
H -2.9669 3.0861 0.8252 0.3838 -0.3266 -0.2110 0.000
H -4.4976 2.7923 2.7258 0.1980 -0.5477 -0.0729 0.000
H -5.0942 3.9076 1.5946 0.2480 0.2607 -0.3503 0.000
H -4.7741 5.5872 3.0630 -0.2720 0.0446 -0.3523 0.000
H -2.6123 5.4121 4.0123 0.1182 0.1223 -0.5755 0.000
H -3.0968 3.8484 4.5947 0.0058 -0.1166 0.3735 0.000
H -4.6403 4.8269 6.0807 -0.7933 0.4061 0.0140 0.000
H -4.4805 6.4718 5.3087 -0.1654 0.2312 0.3098 0.000
H -3.9456 5.8422 8.5358 -0.5625 -0.6819 -0.5052 0.000
H -3.9649 7.3173 7.5978 0.3329 0.3402 0.1950 0.000
H -2.4843 6.6123 8.4573 0.2818 0.5999 -0.6669 0.000
C 5.6500 -0.8581 0.1554 0.5228 -0.2402 1.0012 0.000
O 5.8964 -2.0950 -0.4814 0.2658 0.3284 0.1778 0.000
C 4.9884 -2.3507 -1.4827 -1.0856 -1.2634 -2.8862 0.000
C 5.4096 -3.4724 -2.5050 0.9571 1.4568 2.1037 0.000
N 6.6735 -3.0995 -3.1890 -1.8251 -0.1793 0.7163 0.000
C 7.1782 -4.2091 -3.9162 1.8369 -0.6923 -1.6857 0.000
C 8.3637 -3.7853 -4.8361 -0.7667 -0.9972 0.3976 0.000
O 9.5580 -3.7879 -4.0783 -0.2424 0.4335 -0.5232 0.000
C 10.6614 -3.5527 -4.9172 0.8893 0.2461 0.4923 0.000
H 5.6226 -0.0020 -0.5187 0.1942 -0.0649 -0.2172 0.000
H 6.4253 -0.7475 0.9136 0.3114 0.2901 -0.3394 0.000
H 4.7492 -0.8320 0.7687 -0.6546 -0.3419 -0.2491 0.000
H 4.7886 -1.5092 -2.1459 0.0380 0.7942 0.3041 0.000
H 4.0228 -2.7353 -1.1543 -0.1686 0.3333 0.6425 0.000
H 4.5707 -3.6644 -3.1739 0.2006 0.2201 -0.2114 0.000
H 5.4882 -4.3138 -1.8166 0.4331 -0.8295 -0.3564 0.000
H 7.3595 -2.9260 -2.4684 0.0081 0.4236 0.2564 0.000
H 6.4529 -4.7605 -4.5146 -0.4988 0.6461 -0.2139 0.000
H 7.5640 -5.0104 -3.2861 0.2865 -0.1149 0.4031 0.000
H 8.2017 -2.8331 -5.3412 -0.1632 0.3901 0.2928 0.000
H 8.4564 -4.5087 -5.6462 0.0655 -0.3729 -0.1386 0.000
H 10.6434 -2.6254 -5.4899 -0.5756 0.3235 0.0535 0.000
H 10.8315 -4.3383 -5.6533 -0.0820 -0.3881 0.1061 0.000
H 11.5209 -3.4468 -4.2553 0.1123 -0.3047 -0.1095 0.000
C 2.5196 2.7319 -3.4136 -0.6600 -0.5834 -0.6412 0.001
O 3.1293 1.6097 -4.0728 1.4848 1.0119 1.7637 0.000
C 4.5412 1.5226 -3.6622 -0.7008 -0.8648 -1.2682 0.000
C 5.2447 0.6409 -4.7004 0.3261 -0.0531 1.2953 0.000
N 5.2745 1.2750 -5.9736 0.6172 1.0827 -0.1861 0.000
C 6.0885 0.6599 -7.0091 0.8543 0.4709 -0.7035 0.000
C 7.5827 0.4347 -6.6603 -0.4462 -0.9316 1.1325 0.000
O 8.3684 0.0411 -7.7695 -0.7737 0.4483 -0.5232 0.000
C 9.7296 -0.2352 -7.5005 -0.5782 -0.2980 0.4912 0.000
H 3.0108 3.6771 -3.6448 0.1162 -0.0090 -0.1606 0.000
H 2.4245 2.6508 -2.3308 0.4525 -0.3306 0.2339 0.000
H 1.4964 2.7463 -3.7890 -0.0515 0.2642 -0.1621 0.000
H 4.7238 1.1546 -2.6526 -0.7544 -0.6230 0.2557 0.000
H 5.0421 2.4890 -3.6055 -0.3124 0.4317 -0.6837 0.000
H 4.8618 -0.3741 -4.8059 -0.5612 -0.3320 0.5788 0.000
H 6.2231 0.4943 -4.2427 0.4836 0.0884 -0.4572 0.000
H 4.3206 1.3089 -6.3039 -0.0192 0.2543 -0.1294 0.000
H 6.1284 1.3616 -7.8422 -0.4001 -0.1244 -0.2581 0.000
H 5.5980 -0.2618 -7.3221 0.4373 -0.4266 -0.3429 0.000
H 7.5730 -0.3435 -5.8971 0.3180 -0.6105 0.1009 0.000
H 8.0192 1.2665 -6.1074 -0.0189 0.6816 -0.3763 0.000
H 9.8017 -1.1651 -6.9365 0.0767 -0.1133 0.2675 0.000
H 10.1706 0.5662 -6.9076 0.2515 0.1264 -0.0992 0.000
H 10.2658 -0.4093 -8.4333 -0.2123 0.3771 -0.0452 0.000
C -3.0242 -3.3762 -1.0251 -0.8222 0.7731 0.1610 0.000
O -2.2167 -2.1492 -0.9884 0.7852 -1.5181 0.2927 0.002
C -2.8819 -0.9400 -0.8054 -0.3822 0.7987 -0.6690 0.000
C -1.9395 0.2711 -1.1449 -1.4652 -1.4239 0.9752 0.078
N -0.8392 0.4516 -0.2152 -0.5040 0.1402 -3.0916 0.672
C 0.1380 1.4143 -0.6466 -0.8640 0.1548 2.3729 0.075
C 1.2323 1.2792 0.4093 1.8567 1.1986 -1.8407 0.000
O 2.0942 2.3951 0.1448 -0.5256 -0.6257 0.4143 0.005
C 3.4029 2.2654 0.6628 0.3178 0.0162 0.7460 0.000
H -2.4465 -4.2880 -0.8732 0.5592 0.5352 -0.0342 0.000
H -3.5622 -3.4768 -1.9677 0.3673 0.1997 -0.2058 0.000
H -3.8024 -3.3857 -0.2620 0.1373 0.2771 0.3355 0.000
H -3.3131 -0.7738 0.1818 0.1072 -0.3646 0.3675 0.000
H -3.7352 -0.9715 -1.4829 -0.1411 0.7668 -0.1802 0.000
H -2.5000 1.2044 -1.1980 -0.1710 0.1178 0.1633 0.019
H -1.5566 0.1752 -2.1610 0.4588 -0.1699 -0.1153 0.036
H -0.3586 -0.3510 0.1656 -0.0525 -1.5420 1.2836 0.018
H -0.3663 2.3798 -0.6061 0.2342 0.3910 -0.1650 0.020
H 0.3622 1.1743 -1.6860 0.5747 0.0957 -0.0369 0.031
H 1.7603 0.3519 0.1868 0.2090 -0.2816 0.1822 0.000
H 0.9058 1.2316 1.4482 -0.4157 0.2420 0.0515 0.001
H 3.8094 3.2680 0.7955 0.1529 -0.1525 -0.4069 0.000
H 4.0477 1.6179 0.0686 -0.0135 0.2040 -0.4303 0.000
H 3.4388 1.8363 1.6642 -0.4192 -0.1639 0.2970 0.000
C 7.6245 2.1243 -1.5330 -1.0319 0.5513 0.6516 0.000
O 7.4732 2.4398 -0.1347 0.3485 1.0864 -0.4076 0.000
C 7.8880 3.8087 0.0977 0.2756 0.8917 1.1972 0.000
C 7.2132 4.4620 1.3489 -0.6645 -2.3040 -0.7575 0.000
N 7.3917 3.5840 2.5078 -1.0846 0.9358 0.8630 0.000
C 6.2354 3.5326 3.4583 2.1348 -2.2166 -0.4485 0.000
C 6.5577 2.3141 4.3800 1.5261 1.2450 0.7115 0.000
O 6.6842 1.0679 3.7064 -1.2092 -0.1725 0.0394 0.000
C 7.2456 0.0104 4.5075 0.2052 0.7048 -1.3050 0.000
H 8.6491 2.2224 -1.8917 0.0560 -0.2605 0.1005 0.000
H 6.9829 2.8146 -2.0807 0.1514 0.3246 -0.3360 0.000
H 7.1637 1.1557 -1.7265 0.5693 -0.2834 0.2636 0.000
H 7.6844 4.4704 -0.7442 -0.1929 -0.2467 -0.3374 0.000
H 8.9575 3.8867 0.2933 0.3382 -0.5168 -0.2701 0.000
H 6.1685 4.5332 1.0462 -0.6560 -0.1801 0.2021 0.000
H 7.4611 5.5032 1.5552 0.7865 -0.0942 -0.1571 0.000
H 7.6724 2.6312 2.3248 -0.0947 0.1377 -0.7068 0.000
H 5.2923 3.2311 3.0024 -0.3919 0.6216 -0.4718 0.000
H 6.1747 4.4685 4.0138 -0.3335 -0.3189 0.0701 0.000
H 5.9207 2.3636 5.2630 -0.6872 -0.6941 -0.0882 0.000
H 7.5565 2.4581 4.7922 0.2710 0.5801 0.2097 0.000
H 6.7444 -0.1106 5.4678 0.0086 -0.0355 -0.0130 0.000
H 8.3188 0.1746 4.6048 0.0925 0.2730 0.5536 0.000
H 7.1952 -0.8737 3.8720 -0.4365 -0.1627 0.2710 0.000
C -9.2874 -0.0553 -7.0725 0.8017 -0.4017 -0.1452 0.000
O -8.0975 0.5698 -6.5562 -1.4908 0.6301 -0.3084 0.000
C -6.9139 0.1285 -7.1697 -0.0132 -1.0114 1.7889 0.000
C -5.7465 0.7573 -6.3858 0.0501 -0.5377 -2.1884 0.000
N -5.8288 0.4029 -4.9740 0.2930 0.7941 -0.8484 0.000
C -4.9440 1.2168 -4.1307 0.6571 0.4391 -0.4285 0.000
C -3.4295 1.1041 -4.4646 -0.5315 0.0211 0.1730 0.001
O -2.7275 2.0537 -3.6466 -0.6120 0.2570 -0.4891 0.001
C -1.5624 2.5750 -4.2639 0.8506 -0.8747 0.6988 0.001
H -9.2895 -0.0063 -8.1614 -0.2413 0.4745 -0.1326 0.000
H -10.1984 0.3486 -6.6306 0.3874 0.3998 -0.0518 0.000
H -9.2967 -1.1276 -6.8773 0.2278 -0.2425 0.3847 0.000
H -6.8917 0.2035 -8.2569 0.0803 0.6230 -0.0580 0.000
H -6.8851 -0.9339 -6.9278 0.3734 -0.5453 -0.3205 0.000
H -5.7292 1.8214 -6.6212 -0.0809 0.4526 0.4603 0.000
H -4.8833 0.3573 -6.9179 0.4855 -0.1731 0.4320 0.000
H -6.7737 0.7295 -4.8306 -0.4522 -0.2820 0.9759 0.000
H -5.1575 0.9754 -3.0894 0.2605 -0.1700 0.1089 0.000
H -5.1341 2.2845 -4.2403 -0.2789 0.2552 -0.0348 0.000
H -3.2278 1.3037 -5.5170 -0.2775 0.3517 -0.1389 0.000
H -3.0580 0.0875 -4.3358 0.1624 -0.3098 0.4778 0.000
H -1.6360 3.0445 -5.2449 -0.6643 -0.0966 -0.0600 0.000
H -0.8753 1.7314 -4.3296 0.4710 -0.0923 -0.4861 0.001
H -1.0630 3.2802 -3.5995 -0.4279 0.1614 0.1881 0.000
```
Forces are in eV/Å.

As for the multiplicity: 2. The orbital gap (alpha / beta) is 0.311 / 0.128 hartree. Its expectation value of S² is 0.754. For the LUMO energy (alpha / beta), the calculation gives -1.421 / -6.419 eV. As for the net charge: +1.